# 1
# C5H4N2O

The molecule C5H4N2O at a distorted geometry (ωB97M-V/def2-TZVPD, OMol25).

Output
SMILES string: O=c1nccccn1
Largest force on an atom (eV Å⁻¹): 6.49
LUMO level (eV): -1.40
2S+1: 1

Last column: Löwdin charge in e.
Atoms and positions in Å:
C 1.18 0.08 -0.02  -0.61
C -0.46 1.59 0.03  -0.04
C -1.69 0.61 0.22  0.00
C -1.68 -0.81 0.31  -0.04
C -0.50 -1.41 -0.22  -0.20
H -0.84 2.67 -0.01  0.12
H -2.46 1.27 0.44  0.05
H -2.69 -1.26 0.40  0.12
H -0.93 -2.42 -0.46  0.12
N 0.73 1.28 -0.58  0.16
N 0.63 -1.03 -0.60  0.18
O 2.03 -0.29 0.76  0.13

# 2
# C6H14N4

A cluster of 2 separate species, C6H14N4 in total at a distorted geometry (ωB97M-V/def2-TZVPD, OMol25).

Output
Net charge: +2
Largest force on an atom (eV Å⁻¹): 4.85
LUMO level (eV): -6.89
2S+1: 1

Last column: Löwdin charge in e.
Atoms and positions in Å:
C 2.76 -0.71 -0.25  -0.34
C 1.76 0.61 1.72  -0.12
C 3.44 -1.77 0.09  0.16
C -2.06 0.75 -0.20  -0.16
C 2.60 0.00 -1.54  -0.02
C -3.58 -1.10 -0.80  -0.02
N 2.14 0.05 0.80  0.25
N -2.96 1.34 0.51  0.21
N 1.25 1.45 2.54  0.17
N -2.34 -0.33 -0.85  0.02
H 3.73 -2.08 1.08  0.10
H 4.03 -2.15 -0.70  0.09
H -1.00 0.99 -0.35  0.16
H 1.63 0.64 -1.56  0.11
H 2.66 -0.62 -2.41  0.09
H 3.42 0.70 -1.64  0.10
H -4.53 -0.63 -1.04  0.10
H -3.36 -1.95 -1.51  0.13
H -3.84 -1.51 0.20  0.12
H -2.81 2.30 0.88  0.17
H -3.91 1.31 0.29  0.12
H 1.97 2.27 2.78  0.23
H 0.58 1.20 3.36  0.20
H -1.58 -0.74 -1.39  0.17

# 3
# C56H148N12O16

A cluster of 12 separate species, C56H148N12O16 in total at a distorted geometry (ωB97M-V/def2-TZVPD, OMol25).

Output
SMILES string: COC[C@H](C)N.COC[C@H](C)N.COC[C@H](C)N.COC[C@H](C)N.COC[C@H](C)N.COC[C@H](C)N.COC[C@H](C)N.COC[C@H](C)N.COCCNCCOC.COCCNCCOC.COCCNCCOC.COCCNCCOC
Largest force on an atom (eV Å⁻¹): 3.94
LUMO level (eV): 0.35
2S+1: 1

Last column: Löwdin charge in e.
Atoms and positions in Å:
C 8.74 -15.76 16.93  -0.07
C 10.13 -15.16 16.73  -0.40
C 11.33 -16.17 17.07  -0.23
O 11.21 -16.78 18.29  -0.17
C 12.13 -17.86 18.42  -0.10
N 10.30 -14.64 15.36  0.02
H 8.63 -16.65 16.31  0.08
H 7.87 -15.14 16.72  0.07
H 8.67 -16.04 17.98  0.07
H 10.24 -14.28 17.37  0.13
H 12.30 -15.68 16.99  0.12
H 11.40 -16.87 16.24  0.11
H 12.00 -18.49 19.30  0.09
H 13.16 -17.50 18.48  0.08
H 12.16 -18.50 17.54  0.08
H 9.84 -13.75 15.23  0.07
H 9.84 -15.29 14.74  0.06
C 23.33 -3.62 23.81  -0.09
C 22.62 -4.96 24.02  -0.43
C 22.18 -5.19 25.51  -0.24
O 21.90 -6.54 25.63  -0.17
C 21.82 -6.88 27.03  -0.09
N 21.54 -4.98 23.05  0.04
H 23.60 -3.48 22.77  0.07
H 24.23 -3.44 24.41  0.06
H 22.72 -2.79 24.16  0.07
H 23.32 -5.72 23.67  0.13
H 21.35 -4.51 25.67  0.13
H 23.01 -4.82 26.12  0.12
H 21.04 -6.33 27.55  0.08
H 22.76 -6.68 27.53  0.08
H 21.59 -7.94 27.16  0.09
H 21.57 -5.97 22.84  0.07
H 20.67 -4.81 23.54  0.07
C 24.48 -7.41 16.03  -0.07
C 23.57 -7.41 17.26  -0.45
C 24.03 -8.33 18.37  -0.22
O 22.88 -8.63 19.15  -0.21
C 22.99 -9.60 20.22  -0.08
N 23.49 -6.05 17.76  0.03
H 24.44 -8.40 15.57  0.08
H 25.51 -7.13 16.25  0.08
H 24.12 -6.63 15.35  0.08
H 22.59 -7.70 16.89  0.14
H 24.85 -7.94 18.98  0.12
H 24.41 -9.27 17.98  0.12
H 23.22 -10.58 19.83  0.08
H 22.05 -9.64 20.77  0.08
H 23.82 -9.31 20.87  0.08
H 24.42 -5.67 17.71  0.06
H 23.19 -5.96 18.72  0.07
C 16.56 -7.50 9.84  -0.07
C 15.92 -8.39 10.93  -0.43
C 14.88 -7.70 11.85  -0.17
O 15.53 -6.81 12.74  -0.18
C 16.31 -7.42 13.75  -0.13
N 15.41 -9.52 10.18  0.02
H 17.22 -8.04 9.16  0.07
H 17.25 -6.75 10.23  0.07
H 15.84 -6.96 9.22  0.08
H 16.75 -8.77 11.53  0.11
H 14.29 -8.41 12.42  0.12
H 14.16 -7.11 11.27  0.13
H 17.20 -7.97 13.45  0.08
H 15.82 -8.06 14.48  0.08
H 16.65 -6.56 14.32  0.09
H 15.16 -10.22 10.86  0.06
H 16.04 -9.99 9.55  0.07
C 19.10 -20.85 24.41  -0.07
C 19.35 -19.46 24.95  -0.44
C 18.05 -18.92 25.52  -0.26
O 17.16 -18.54 24.51  -0.18
C 16.09 -17.69 25.02  -0.08
N 20.16 -19.66 26.14  0.03
H 18.70 -21.53 25.17  0.08
H 20.07 -21.24 24.13  0.07
H 18.46 -20.91 23.53  0.08
H 19.76 -18.78 24.21  0.14
H 18.32 -18.06 26.11  0.12
H 17.65 -19.69 26.18  0.13
H 15.69 -18.25 25.87  0.08
H 15.27 -17.51 24.34  0.08
H 16.39 -16.68 25.31  0.08
H 20.55 -18.77 26.43  0.07
H 20.96 -20.26 25.98  0.07
C 14.58 1.29 24.87  -0.06
C 15.09 0.70 26.22  -0.43
C 14.91 1.80 27.30  -0.19
O 15.86 2.89 27.25  -0.17
C 17.06 2.45 27.81  -0.15
N 14.23 -0.40 26.61  0.02
H 13.51 1.45 24.74  0.08
H 14.86 0.68 24.01  0.07
H 15.09 2.24 24.77  0.07
H 16.12 0.38 26.05  0.13
H 14.93 1.38 28.31  0.11
H 13.93 2.24 27.13  0.12
H 17.57 1.58 27.39  0.09
H 17.05 2.43 28.90  0.09
H 17.78 3.24 27.63  0.09
H 13.29 -0.03 26.70  0.07
H 14.40 -0.64 27.57  0.06
C 7.30 -6.82 15.41  -0.06
C 7.51 -7.54 16.76  -0.40
C 7.33 -6.57 18.04  -0.17
O 6.02 -6.00 18.10  -0.18
C 5.89 -5.22 19.26  -0.14
N 6.58 -8.66 16.82  0.02
H 7.69 -7.35 14.54  0.07
H 7.75 -5.83 15.35  0.07
H 6.22 -6.65 15.32  0.07
H 8.47 -8.05 16.79  0.13
H 8.09 -5.79 17.93  0.11
H 7.48 -7.15 18.95  0.11
H 5.01 -4.57 19.33  0.09
H 6.70 -4.50 19.34  0.08
H 5.88 -5.76 20.20  0.08
H 5.63 -8.34 16.75  0.06
H 6.65 -9.02 17.76  0.06
C 14.50 -6.20 21.82  -0.06
C 15.01 -7.04 23.04  -0.43
C 15.76 -8.29 22.56  -0.16
O 14.86 -9.10 21.71  -0.20
C 15.44 -10.31 21.28  -0.13
N 15.97 -6.14 23.66  0.02
H 15.35 -5.79 21.27  0.08
H 14.01 -5.29 22.17  0.07
H 13.85 -6.67 21.08  0.07
H 14.20 -7.32 23.72  0.13
H 16.06 -8.92 23.40  0.12
H 16.67 -8.03 22.03  0.12
H 15.44 -11.08 22.05  0.08
H 16.48 -10.12 21.03  0.08
H 14.98 -10.65 20.35  0.09
H 15.40 -5.40 24.05  0.07
H 16.39 -6.57 24.47  0.07
C 17.98 -13.60 13.93  -0.12
O 17.27 -14.75 13.57  -0.16
C 16.07 -14.42 13.01  -0.26
C 15.30 -15.67 12.40  -0.17
N 14.16 -15.17 11.65  -0.11
C 13.51 -16.08 10.72  -0.20
C 12.10 -15.53 10.23  -0.19
O 11.07 -15.90 11.17  -0.20
C 9.70 -15.47 10.86  -0.08
H 19.00 -13.84 14.23  0.09
H 17.41 -13.10 14.71  0.09
H 18.16 -12.86 13.15  0.08
H 16.08 -13.67 12.22  0.11
H 15.40 -13.88 13.69  0.12
H 14.98 -16.34 13.20  0.11
H 15.87 -16.20 11.64  0.12
H 13.45 -14.78 12.26  0.11
H 13.44 -17.05 11.20  0.11
H 14.13 -16.29 9.85  0.11
H 12.02 -15.96 9.23  0.11
H 12.11 -14.44 10.14  0.12
H 9.01 -15.30 11.68  0.08
H 9.18 -16.10 10.13  0.08
H 9.76 -14.53 10.32  0.07
C 22.38 -18.27 18.51  -0.12
O 23.63 -18.16 17.91  -0.19
C 24.82 -18.44 18.63  -0.21
C 26.16 -18.05 17.89  -0.19
N 26.54 -19.20 17.08  -0.09
C 27.90 -19.11 16.60  -0.20
C 28.17 -20.33 15.65  -0.19
O 28.53 -21.52 16.39  -0.20
C 28.77 -22.65 15.59  -0.12
H 21.70 -17.99 17.72  0.09
H 22.26 -17.53 19.30  0.08
H 22.18 -19.28 18.89  0.09
H 24.87 -19.41 19.11  0.12
H 24.87 -17.84 19.54  0.10
H 26.99 -17.89 18.58  0.11
H 26.05 -17.10 17.36  0.11
H 25.89 -19.30 16.31  0.11
H 28.57 -19.12 17.46  0.12
H 28.12 -18.19 16.06  0.11
H 29.07 -20.12 15.08  0.11
H 27.40 -20.45 14.89  0.12
H 27.84 -23.06 15.19  0.08
H 29.28 -23.41 16.17  0.09
H 29.28 -22.29 14.70  0.08
C 7.23 -9.01 25.07  -0.12
O 6.77 -10.14 24.47  -0.19
C 7.60 -11.13 24.01  -0.27
C 6.97 -12.33 23.31  -0.17
N 5.93 -12.89 24.20  -0.07
C 5.15 -13.94 23.59  -0.24
C 3.93 -14.30 24.44  -0.23
O 3.07 -13.18 24.66  -0.18
C 2.19 -13.36 25.76  -0.11
H 6.40 -8.34 25.29  0.09
H 7.89 -8.49 24.38  0.09
H 7.74 -9.27 26.00  0.09
H 8.32 -11.36 24.79  0.12
H 8.33 -10.67 23.35  0.11
H 7.76 -13.04 23.07  0.12
H 6.45 -11.93 22.44  0.12
H 5.32 -12.13 24.45  0.10
H 5.80 -14.80 23.50  0.12
H 4.75 -13.59 22.64  0.11
H 4.39 -14.73 25.33  0.12
H 3.42 -15.15 23.97  0.12
H 1.59 -12.45 25.82  0.09
H 2.68 -13.52 26.72  0.08
H 1.52 -14.21 25.63  0.08
C 16.85 -8.97 30.83  -0.11
O 17.64 -9.10 32.00  -0.22
C 17.75 -10.43 32.58  -0.19
C 18.63 -10.46 33.88  -0.19
N 19.98 -10.00 33.50  -0.08
C 21.03 -10.25 34.48  -0.21
C 22.42 -9.67 34.08  -0.24
O 22.43 -8.30 34.30  -0.16
C 23.70 -7.76 34.10  -0.13
H 17.35 -9.50 30.02  0.08
H 16.85 -7.89 30.64  0.09
H 15.82 -9.26 30.99  0.08
H 18.23 -11.09 31.85  0.11
H 16.77 -10.78 32.90  0.11
H 18.75 -11.48 34.23  0.12
H 18.09 -9.85 34.60  0.11
H 19.95 -9.03 33.22  0.11
H 21.13 -11.34 34.55  0.11
H 20.71 -9.90 35.46  0.12
H 22.65 -9.94 33.05  0.12
H 23.14 -10.23 34.69  0.12
H 24.27 -7.56 35.00  0.08
H 23.46 -6.78 33.66  0.09
H 24.42 -8.21 33.42  0.09